12
Properties=species:S:1:pos:R:3:forces:R:3:nbo_charge:R:1 method="wB97M-V/def2-TZVPD" e_tot_ev=-6761.98065 largest_force_ev_per_a=3.72 multiplicity=1 orbital_gap_ev=10.599 homo_energy_ev=-9.755 smiles="CCC(N)=O"
O -0.871667 0.642873 -2.002985 1.13 0.12 3.54 -0.613
N 0.532387 1.670099 -0.491004 2.15 0.95 -0.23 -0.849
C 0.251945 -1.336506 0.562053 0.18 -2.36 -0.69 -0.624
C -0.387749 0.715618 -0.842914 -0.71 -0.79 -0.64 0.687
C -0.758423 -0.205019 0.415275 1.56 1.44 -1.55 -0.495
H 0.816063 2.260509 -1.281357 -0.22 -0.41 0.40 0.393
H -1.721327 -0.561216 0.159236 -0.99 -0.66 0.12 0.233
H 1.356740 1.559922 0.182830 -2.29 -0.29 -1.11 0.404
H 0.122451 -2.188185 -0.233597 0.19 1.75 1.38 0.221
H 1.335529 -1.152326 0.652561 -0.39 0.83 -0.69 0.211
H 0.122099 -1.801257 1.531659 -0.59 -0.41 0.22 0.214
H -0.798053 0.395484 1.348246 -0.01 -0.17 -0.75 0.217

---

68
Properties=species:S:1:pos:R:3:forces:R:3:lowdin_spin:R:1 method="wB97M-V/def2-TZVPD" e_tot_ev=-175037.35380 largest_force_ev_per_a=1.50 multiplicity=3 total_charge=-1 orbital_gap_ev="7.484 / 7.502" homo_energy_ev="-5.128 / -5.164"
As 3.206551 -0.626521 -1.539752 0.44 0.00 -0.85 0.007
Ni 0.097090 -0.675370 1.230162 0.15 -0.93 0.34 1.696
S 0.930039 2.094733 3.077303 0.15 0.15 0.03 0.003
S -1.582773 0.855777 0.381581 -1.15 0.13 -0.95 0.021
S 1.215279 -0.106868 -1.056868 0.06 -0.01 -0.06 0.033
O -2.026132 2.014916 1.169203 0.04 0.12 0.29 0.010
O 0.382074 0.814053 2.565246 0.07 0.13 0.27 0.021
O 3.175258 -2.632055 0.230137 -0.24 0.06 1.10 0.007
O 1.814793 -1.656510 1.718848 0.21 0.00 -0.15 0.048
O -0.076850 2.874881 3.759430 0.02 -0.01 -0.11 0.003
O -1.170378 -4.616086 1.421802 -0.12 0.00 0.04 0.004
O 2.180605 1.921489 3.783316 -0.10 -0.08 -0.10 0.001
N -0.352173 -2.594784 0.659898 -0.04 0.07 -0.20 0.055
N -1.360760 -1.354921 2.723321 0.17 0.41 0.09 0.052
C -1.536932 1.419959 -1.343140 0.26 -0.10 0.30 0.009
C -4.165012 -2.095418 -0.731596 0.02 0.01 0.01 0.000
C -5.268156 -1.856558 0.087313 -0.04 0.04 0.06 0.000
C 2.244903 4.664517 -2.261497 -0.03 -0.02 0.08 0.000
C 2.799560 3.144480 -0.327525 -0.03 0.04 0.11 0.000
C 1.343798 2.951993 1.565887 0.03 -0.17 0.11 0.000
C 4.691736 -0.034091 -0.454544 -0.23 -0.07 0.20 0.000
C 3.639558 -2.363617 -2.292580 0.14 0.01 -0.25 0.000
C 1.950298 4.084158 -0.901614 0.05 0.03 -0.06 0.000
C -3.037305 -0.195468 0.186733 0.10 -0.09 0.11 -0.001
C -1.140703 -3.378365 1.394201 0.08 0.19 -0.05 0.006
C 0.804305 4.465280 -0.207190 0.02 -0.02 -0.01 0.000
C 2.494693 2.566532 0.896591 -0.01 0.16 -0.02 0.000
C 0.852796 -3.200919 0.153066 0.13 0.17 0.20 0.003
C -2.056814 -2.579865 2.329777 0.12 -0.14 -0.10 0.004
C 2.055461 -2.448865 0.756949 -0.12 -0.23 0.00 0.005
C -4.119021 0.059346 1.009035 0.04 0.19 -0.01 0.000
C -3.047368 -1.281612 -0.678962 0.11 0.01 -0.06 0.000
C 0.500416 3.909282 1.026735 -0.05 -0.02 0.01 0.000
C 3.494780 0.441454 -3.161874 -0.05 0.01 0.16 0.005
C -6.456535 -2.779495 0.044482 0.05 0.02 -0.01 0.000
C -5.230991 -0.770870 0.955779 0.01 -0.07 -0.06 0.000
H -6.793561 -2.931019 -0.982072 -0.02 -0.01 0.01 0.000
H 5.570391 0.035529 -1.096070 -0.04 -0.04 -0.01 0.000
H -4.076204 0.914329 1.673833 -0.01 -0.02 0.01 0.000
H 2.237673 5.755774 -2.237187 0.00 0.00 -0.02 0.000
H 0.922274 -4.250408 0.450941 0.01 -0.04 -0.09 0.001
H 3.126835 1.813887 1.352687 -0.01 0.05 0.00 0.000
H 4.447203 0.943402 -0.044763 0.06 -0.06 -0.06 0.000
H 2.817434 -2.671682 -2.936299 -0.03 0.05 -0.04 0.000
H -0.391125 4.182600 1.575599 0.00 0.00 -0.04 0.000
H -1.320906 0.572808 -1.989833 -0.02 0.03 -0.05 0.000
H 3.219139 4.337812 -2.625752 0.00 0.01 -0.01 0.000
H 3.784653 -3.082622 -1.492044 -0.06 0.15 -0.26 0.000
H -0.650310 -1.541929 3.423782 -0.05 0.02 0.07 0.000
H -7.287047 -2.377776 0.623831 -0.01 -0.01 0.00 0.000
H -6.197225 -3.758028 0.453193 -0.01 0.00 0.00 0.000
H 2.814939 0.073752 -3.929968 0.00 -0.01 0.03 0.000
H -1.964725 -0.627143 3.087502 -0.01 -0.03 0.06 0.002
H -0.728374 2.146986 -1.404367 0.01 -0.01 0.00 0.000
H -2.175154 -1.508778 -1.279703 0.00 -0.05 0.02 0.000
H 4.838539 -0.744925 0.352005 -0.03 -0.06 0.02 0.000
H 1.489587 4.345121 -2.983476 0.03 0.02 -0.03 0.000
H 3.256510 1.485198 -2.961790 0.00 -0.01 0.05 0.000
H 4.524178 0.353264 -3.513530 0.00 -0.03 0.04 0.001
H 3.707535 2.862757 -0.850741 -0.02 -0.01 -0.03 0.000
H 0.938401 -3.134711 -0.935114 0.00 -0.06 0.00 0.000
H -2.500921 1.874459 -1.559398 -0.04 -0.02 0.07 0.001
H 0.140321 5.203442 -0.645389 -0.01 0.01 0.02 0.000
H -2.975639 -2.322611 1.805769 -0.06 0.04 0.01 0.000
H -4.174447 -2.949182 -1.399199 0.03 0.00 0.00 0.000
H 4.546019 -2.241152 -2.884858 0.00 0.11 -0.16 0.000
H -2.316956 -3.218460 3.176120 0.02 -0.01 -0.01 0.002
H -6.075133 -0.575311 1.606639 -0.01 0.00 -0.01 0.000